Entry 1:
Molecular formula: C25H21N7OOsS2
Method: DFT, ωB97M-V/def2-TZVPD

- E_HOMO (spin up / spin down) (eV) = -13.805 / -13.806
- energy relative to the best compared isomer or geometry (same formula, charge and spin) (eV) = 0.000
- LUMO (spin up / spin down) (eV) = -7.386 / -7.385
- electronic energy (Ha) = -2310.4026
- 2S+1 = 1
- total charge = +2
- HOMO-LUMO gap (spin up / spin down) (eV) = 6.419 / 6.421

XYZ file:
```
57
C25H21N7OOsS2 (ωB97M-V/def2-TZVPD)
Os -0.0007 -0.1868 0.1944
O 0.9636 -1.9013 0.1592
C 0.5334 -3.1338 -0.1200
C 1.4935 -4.1227 -0.3752
C 1.1108 -5.3982 -0.7060
C -0.2455 -5.7328 -0.7882
C -1.1932 -4.7867 -0.4981
C -0.8259 -3.4757 -0.1384
C -1.8221 -2.5333 0.3018
N -1.6681 -1.2190 0.6276
C -2.8971 -0.7626 1.1035
C -3.7803 -1.7743 1.0519
N -3.1016 -2.8575 0.5433
H 2.5394 -3.8539 -0.3016
H 1.8624 -6.1504 -0.9036
H -0.5434 -6.7324 -1.0694
H -2.2368 -5.0676 -0.5580
H -3.0214 0.2335 1.4802
H -4.8169 -1.8265 1.3334
H -3.4914 -3.7764 0.4124
S -1.1408 3.8542 2.0261
C -2.4613 3.4653 0.9666
C -3.6275 4.1968 0.7591
C -4.5294 3.7227 -0.1691
C -4.2628 2.5532 -0.8917
C -3.1117 1.8261 -0.6776
C -2.2058 2.2707 0.2879
N -0.9834 1.6919 0.6401
C -0.3426 2.4266 1.5258
C 0.8872 1.8999 2.0759
C 1.7369 2.5754 2.9489
C 2.8333 1.9114 3.4690
C 3.0720 0.5825 3.1330
C 2.2395 -0.0901 2.2440
C 1.1572 0.5844 1.6805
H -3.8158 5.1099 1.3070
H -5.4475 4.2644 -0.3482
H -4.9698 2.2194 -1.6387
H -2.9215 0.9339 -1.2570
H 1.5381 3.6021 3.2318
H 3.4965 2.4217 4.1537
H 3.9112 0.0614 3.5754
H 2.4340 -1.1253 1.9977
C 4.6320 1.3354 -2.4043
C 3.2209 1.2203 -2.8333
N 2.7364 1.5000 -3.9986
N 1.3907 1.2796 -3.9022
C 1.0416 0.8519 -2.6956
S -0.4874 0.4723 -2.0697
N 2.1774 0.8155 -2.0045
N 2.1141 0.4983 -0.6549
H 5.2259 1.6562 -3.2559
H 5.0130 0.3775 -2.0481
H 4.7411 2.0749 -1.6089
H 0.7919 1.4393 -4.6989
H 2.3020 -0.5001 -0.4958
H 2.7556 1.0787 -0.1185
```

Entry 2:
Molecular formula: C25H22Br2CrN7OS
Method: DFT, ωB97M-V/def2-TZVPD

- E_HOMO (spin up / spin down) (eV) = -9.818 / -9.933
- energy relative to the best compared isomer or geometry (same formula, charge and spin) (eV) = 0.000
- LUMO (spin up / spin down) (eV) = -2.661 / -2.771
- electronic energy (Ha) = -8014.9486
- 2S+1 = 5
- ⟨S²⟩ = 6.015
- total charge = +1
- HOMO-LUMO gap (spin up / spin down) (eV) = 7.158 / 7.163

XYZ file:
```
59
C25H22Br2CrN7OS (ωB97M-V/def2-TZVPD)
Cr -1.1518 -0.3893 -0.1158
C 1.8100 -4.6432 1.9854
C 1.6386 -3.6552 0.8692
C 2.5559 -3.5592 -0.1768
C 2.3664 -2.6450 -1.1944
C 1.2456 -1.8362 -1.1337
Br 0.9143 -0.5577 -2.4792
N 0.3580 -1.9018 -0.1520
C 0.5577 -2.7958 0.8281
H 2.8186 -4.5942 2.3948
H 1.6480 -5.6610 1.6279
H 1.1065 -4.4529 2.7941
H 3.4267 -4.2034 -0.1906
H 3.0639 -2.5506 -2.0130
H -0.1865 -2.8076 1.6158
Br -5.5311 1.5526 5.2093
C -4.7010 2.9921 4.3018
C -5.4740 3.8669 3.5568
C -4.8533 4.9065 2.8821
C -3.4713 5.0346 2.9138
C -2.7107 4.1838 3.7094
C -3.3290 3.1608 4.4089
N -2.9096 6.1329 2.1772
N -1.9647 5.9748 1.3941
C -1.4408 4.6638 1.1321
C -0.1159 4.4224 1.3827
C 0.4526 3.1485 1.2170
C -0.3062 2.0910 0.7610
O 0.1429 0.8610 0.6045
C -1.6636 2.3637 0.4110
N -2.3689 1.3053 -0.0951
C -3.6117 1.4886 -0.4903
C -4.2450 2.7357 -0.4203
C -3.5660 3.8010 0.1066
C -2.2409 3.6386 0.5653
H -6.5476 3.7473 3.5158
H -5.4357 5.6219 2.3150
H -1.6402 4.3129 3.7848
H -2.7466 2.4966 5.0324
H 0.4943 5.2349 1.7576
H 1.4947 2.9806 1.4533
H -4.1294 0.6238 -0.8881
H -5.2570 2.8409 -0.7836
H -4.0344 4.7748 0.1571
C -3.9683 -2.8476 2.4282
C -4.1217 -1.7367 1.3884
C -3.7427 -2.1770 0.0125
N -2.7012 -1.7540 -0.6295
N -2.5228 -2.2797 -1.8827
C -3.4652 -3.1262 -2.1749
N -3.5169 -3.8101 -3.3341
S -4.6444 -3.3277 -0.9092
H -4.2597 -2.4834 3.4115
H -2.9349 -3.1923 2.4822
H -4.5964 -3.7057 2.1879
H -3.4909 -0.8804 1.6403
H -5.1514 -1.3729 1.3773
H -2.8553 -3.5646 -4.0512
H -4.3329 -4.3297 -3.5987
```